The following is a DFT calculation (ωB97M-V/def2-TZVPD) of a single C5H8O2 molecule.

Its frontier orbital gap is 10.293 eV. Its net charge is 0. As for the LUMO energy: 0.7 eV. As for the SMILES: O=C1CC(CO)C1. The calculation puts the total energy at -9408.47498 eV. The calculation puts the relative energy (zero: lowest compared OMol25 entry of this formula, charge and spin) at 130.9 kJ/mol.

Geometry (Å):
O: 2.869 0.924 0.422
C: 1.790 0.405 0.326
C: 0.744 -0.047 1.340
C: -0.094 -0.622 0.164
C: -1.529 -0.056 0.036
O: -1.944 0.748 1.125
C: 0.953 -0.084 -0.857
H: 0.252 0.793 1.840
H: 1.108 -0.754 2.092
H: -0.116 -1.716 0.173
H: -2.243 -0.875 -0.133
H: -1.588 0.604 -0.835
H: -2.045 0.178 1.899
H: 0.591 0.728 -1.500
H: 1.460 -0.824 -1.485

***

The following is a DFT calculation (ωB97M-V/def2-TZVPD) of a molecular structure, C5H8O2.

Its frontier orbital gap is 8.832 eV. Its net charge is 0. As for the LUMO energy: 0.5 eV. The calculation puts the total energy at -9404.90408 eV. The calculation puts the relative energy (zero: lowest compared OMol25 entry of this formula, charge and spin) at 475.5 kJ/mol.

Geometry (Å):
C: -1.918 -0.277 -0.103
C: -0.704 0.598 0.111
O: -0.266 0.605 1.487
C: 1.054 0.302 1.055
C: 1.270 -1.110 0.626
C: 0.719 0.226 -0.358
O: 1.424 0.763 -1.392
H: -1.707 -1.307 0.198
H: -2.749 0.091 0.510
H: -2.231 -0.254 -1.153
H: -0.874 1.628 -0.230
H: 1.872 0.919 1.407
H: 2.323 -1.214 0.346
H: 0.591 -1.278 -0.290
H: 1.196 0.310 -2.215

***

The following is a DFT calculation (ωB97M-V/def2-TZVPD) of a single C5H8O2 molecule.

Its frontier orbital gap is 10.602 eV. Its net charge is 0. As for the LUMO energy: 0.7 eV. As for the SMILES: C#CCOCCO. The calculation puts the total energy at -9405.77003 eV. The calculation puts the relative energy (zero: lowest compared OMol25 entry of this formula, charge and spin) at 391.9 kJ/mol.

Geometry (Å):
C: 0.342 -3.210 -0.480
C: 0.617 -2.064 -0.880
C: 0.018 -0.781 -1.197
O: -0.487 -0.249 0.013
C: -0.503 1.158 -0.119
C: -0.257 1.730 1.258
O: 1.068 1.442 1.704
H: 0.714 -4.195 -0.218
H: 0.564 0.005 -1.746
H: -0.758 -1.152 -1.939
H: 0.403 1.343 -0.716
H: -1.438 1.505 -0.625
H: -0.458 2.826 1.273
H: -0.950 1.172 1.891
H: 1.125 0.469 1.780

***

The following is a DFT calculation (ωB97M-V/def2-TZVPD) of a single C5H8O2 molecule.

Its frontier orbital gap is 9.327 eV. Its net charge is 0. As for the LUMO energy: 0.6 eV. The calculation puts the total energy at -9405.92002 eV. The calculation puts the relative energy (zero: lowest compared OMol25 entry of this formula, charge and spin) at 377.5 kJ/mol.

Geometry (Å):
O: -1.827 -1.020 1.371
C: -0.792 -0.157 0.956
C: 0.492 -0.883 0.512
C: 0.640 -0.221 -0.845
C: 0.890 1.294 -0.683
C: -1.447 0.374 -0.358
O: -0.743 -0.180 -1.329
H: -2.185 -1.407 0.556
H: -0.619 0.567 1.757
H: 1.361 -0.728 1.156
H: 0.310 -1.962 0.440
H: 1.265 -0.741 -1.578
H: 1.604 1.546 0.102
H: 1.139 1.770 -1.630
H: -0.088 1.748 -0.426

***

The following is a DFT calculation (ωB97M-V/def2-TZVPD) of a single C5H8O2 molecule.

Its frontier orbital gap is 11.088 eV. Its net charge is 0. As for the LUMO energy: 0.9 eV. As for the SMILES: C#CCOCCO. The calculation puts the total energy at -9406.95752 eV. The calculation puts the relative energy (zero: lowest compared OMol25 entry of this formula, charge and spin) at 277.4 kJ/mol.

Geometry (Å):
C: -2.762 1.000 -2.027
C: -1.646 0.668 -1.723
C: -0.278 0.278 -1.380
O: -0.148 0.181 0.018
C: 1.167 -0.156 0.411
C: 1.114 -0.392 1.908
O: 0.230 -1.444 2.215
H: -3.751 1.302 -2.295
H: -0.030 -0.685 -1.856
H: 0.424 1.029 -1.778
H: 1.491 -1.075 -0.103
H: 1.870 0.653 0.157
H: 2.102 -0.678 2.280
H: 0.816 0.544 2.406
H: -0.600 -1.226 1.767

***

The following is a DFT calculation (ωB97M-V/def2-TZVPD) of a single C5H8O2 molecule.

Its frontier orbital gap is 10.028 eV. Its net charge is 0. As for the LUMO energy: 1.0 eV. As for the SMILES: C1CO[C@@H]2C[C@@H]2O1. The calculation puts the total energy at -9406.52188 eV. The calculation puts the relative energy (zero: lowest compared OMol25 entry of this formula, charge and spin) at 319.4 kJ/mol.

Geometry (Å):
C: -0.941 0.342 1.314
C: -1.367 -0.754 0.224
O: -0.241 -1.455 -0.241
C: 0.449 -0.474 -0.942
C: 1.855 0.066 -0.547
C: 0.560 0.887 -0.493
O: -0.185 1.420 0.573
H: -1.776 0.856 1.949
H: -0.203 -0.079 2.047
H: -1.895 -0.252 -0.533
H: -2.026 -1.485 0.831
H: 0.443 -0.764 -1.991
H: 2.665 0.212 -1.307
H: 2.308 -0.207 0.391
H: 0.570 1.590 -1.375

***

The following is a DFT calculation (ωB97M-V/def2-TZVPD) of a single C5H8O2 molecule.

Its frontier orbital gap is 8.696 eV. Its net charge is 0. As for the LUMO energy: -0.5 eV. The calculation puts the total energy at -9405.41385 eV. The calculation puts the relative energy (zero: lowest compared OMol25 entry of this formula, charge and spin) at 426.3 kJ/mol.

Geometry (Å):
O: -1.301 0.951 0.589
C: -1.512 -0.228 -0.166
C: -0.172 -0.916 -0.370
C: 1.515 -0.095 1.566
C: 1.632 0.569 0.309
O: 2.434 1.495 0.392
C: 0.913 0.031 -0.900
H: -2.127 1.449 0.616
H: -2.203 -0.909 0.353
H: -1.943 0.009 -1.151
H: -0.311 -1.788 -1.014
H: 0.755 0.390 2.196
H: 0.178 -1.333 0.596
H: 0.506 0.865 -1.480
H: 1.638 -0.490 -1.536

***

The following is a DFT calculation (ωB97M-V/def2-TZVPD) of 2 unconnected molecules or ions with the total composition C5H8O2.

Its frontier orbital gap is 10.568 eV. Its net charge is 0. As for the LUMO energy: 0.9 eV. The calculation puts the total energy at -9408.29502 eV. The calculation puts the relative energy (zero: lowest compared OMol25 entry of this formula, charge and spin) at 148.3 kJ/mol.

Geometry (Å):
O: 2.632 0.639 0.254
C: 1.500 -0.211 0.178
C: 0.268 0.611 0.585
C: -0.721 0.832 -0.525
C: -2.041 0.727 -0.399
C: -1.165 -2.391 0.251
O: -1.776 -2.868 -0.579
H: 3.415 0.117 0.042
H: 1.616 -1.078 0.845
H: 1.377 -0.604 -0.845
H: -0.239 0.149 1.439
H: 0.651 1.581 0.923
H: -0.301 1.119 -1.491
H: -2.716 0.928 -1.227
H: -2.499 0.450 0.550

***

The following is a DFT calculation (ωB97M-V/def2-TZVPD) of a single C5H8O2 molecule.

Its frontier orbital gap is 10.145 eV. Its net charge is 0. As for the LUMO energy: 0.7 eV. As for the SMILES: O=C1CC(CO)C1. The calculation puts the total energy at -9408.55847 eV. The calculation puts the relative energy (zero: lowest compared OMol25 entry of this formula, charge and spin) at 122.9 kJ/mol.

Geometry (Å):
O: 3.043 0.414 0.217
C: 1.859 0.222 0.162
C: 0.846 -0.434 1.098
C: -0.079 -0.593 -0.138
C: -1.546 -0.239 -0.020
O: -1.743 1.124 0.313
C: 0.809 0.404 -0.929
H: 0.455 0.297 1.817
H: 1.175 -1.334 1.625
H: -0.020 -1.604 -0.554
H: -2.069 -0.871 0.707
H: -2.012 -0.408 -1.000
H: -2.209 1.433 -0.467
H: 0.389 1.417 -0.875
H: 1.103 0.172 -1.956

***

The following is a DFT calculation (ωB97M-V/def2-TZVPD) of a single C5H8O2 molecule.

Its frontier orbital gap is 8.676 eV. Its net charge is 0. As for the LUMO energy: -0.3 eV. The calculation puts the total energy at -9404.47728 eV. The calculation puts the relative energy (zero: lowest compared OMol25 entry of this formula, charge and spin) at 516.7 kJ/mol.

Geometry (Å):
C: -0.686 -0.603 1.376
C: 0.136 -0.067 0.229
C: 0.478 1.427 0.143
O: 0.025 1.512 -1.211
C: -0.465 0.152 -1.190
C: 0.293 -0.822 -1.984
O: 1.262 -0.952 0.118
H: -1.425 0.114 1.744
H: -1.200 -1.527 1.095
H: 0.005 -0.844 2.191
H: 1.545 1.657 0.262
H: -0.106 2.077 0.808
H: -1.558 0.129 -1.316
H: -0.205 -1.796 -1.807
H: 1.936 -0.554 -0.454

***

The following is a DFT calculation (ωB97M-V/def2-TZVPD) of a single C5H8O2 molecule.

Its frontier orbital gap is 8.963 eV. Its net charge is 0. As for the LUMO energy: 0.8 eV. As for the SMILES: O[C@H]1C[C@@]2(O)C[C@@H]12. The calculation puts the total energy at -9405.75622 eV. The calculation puts the relative energy (zero: lowest compared OMol25 entry of this formula, charge and spin) at 393.3 kJ/mol.

Geometry (Å):
O: -2.161 -0.021 -0.890
C: -1.123 -0.657 -0.243
C: 0.690 -0.761 -0.796
C: 0.849 0.080 0.422
O: 1.857 -0.103 1.355
C: 0.115 1.373 0.298
C: -0.572 0.149 0.875
H: -2.735 -0.634 -1.363
H: -0.820 -1.654 -0.467
H: 1.164 -1.762 -0.655
H: 0.965 -0.363 -1.771
H: 2.647 0.320 1.002
H: 0.417 2.130 1.012
H: -0.203 1.737 -0.679
H: -0.922 0.166 1.903

***

The following is a DFT calculation (ωB97M-V/def2-TZVPD) of a single C5H8O2 molecule.

Its frontier orbital gap is 10.718 eV. Its net charge is 0. As for the LUMO energy: 1.0 eV. As for the SMILES: C[C@@H]1[C@H](O)[C@@H]2O[C@H]12. The calculation puts the total energy at -9407.22222 eV. The calculation puts the relative energy (zero: lowest compared OMol25 entry of this formula, charge and spin) at 251.8 kJ/mol.

Geometry (Å):
C: -0.855 0.120 1.638
C: 0.305 -0.062 0.683
C: 0.221 0.889 -0.544
O: -1.063 1.176 -1.024
C: 0.909 -0.225 -1.364
O: -0.120 -1.220 -1.440
C: 0.711 -1.193 -0.276
H: -0.706 -0.333 2.622
H: -1.815 -0.189 1.220
H: -0.906 1.209 1.775
H: 1.243 0.172 1.205
H: 0.689 1.849 -0.324
H: -1.365 0.347 -1.433
H: 1.628 -0.196 -2.177
H: 1.261 -2.108 -0.072

***

The following is a DFT calculation (ωB97M-V/def2-TZVPD) of 2 unconnected molecules or ions with the total composition C5H8O2S.

Its frontier orbital gap is 9.166 eV. Its net charge is 0. As for the LUMO energy: 0.1 eV. The calculation puts the total energy at -20239.72921 eV. The calculation puts the relative energy (zero: lowest compared OMol25 entry of this formula, charge and spin) at 501.6 kJ/mol.

Geometry (Å):
C: -2.172 -0.609 -0.148
C: -1.086 -0.934 0.596
C: 2.874 0.947 0.305
C: 0.305 -0.629 0.162
C: 0.631 0.850 0.307
O: 5.101 -0.199 -0.217
O: 0.276 1.767 -0.674
S: 3.659 -0.477 0.101
H: -3.238 -0.701 0.081
H: -2.147 -0.161 -1.090
H: -1.276 -1.298 1.569
H: 3.209 2.060 0.272
H: 0.890 -1.177 0.830
H: 0.689 -1.017 -0.827
H: 0.460 1.272 1.254
H: 0.620 1.474 -1.487

***

The following is a DFT calculation (ωB97M-V/def2-TZVPD) of 2 unconnected molecules or ions with the total composition C5H8O2S.

Its frontier orbital gap (alpha / beta) is 7.677 / 7.900 eV. Its net charge is 0. As for the LUMO energy (alpha / beta): 0.4 / 0.4 eV. The calculation puts the total energy at -20240.14363 eV. The calculation puts the relative energy (zero: lowest compared OMol25 entry of this formula, charge and spin) at 461.6 kJ/mol.

Geometry (Å):
C: 0.521 -1.263 -0.478
C: 0.682 1.731 0.718
C: 0.378 1.201 -0.671
C: -0.617 1.567 -1.706
C: -0.372 -2.365 1.507
O: 0.769 -2.103 -1.267
O: 0.049 -1.233 0.712
S: 2.009 1.746 -0.591
H: 0.163 2.709 1.012
H: 0.795 0.952 1.467
H: -1.634 0.902 -1.545
H: -0.385 1.357 -2.839
H: -0.862 2.545 -1.557
H: 0.258 -3.167 1.250
H: -1.454 -2.544 1.475
H: -0.302 -2.034 2.514

***

The following is a DFT calculation (ωB97M-V/def2-TZVPD) of 2 unconnected molecules or ions with the total composition C5H8O2S.

Its frontier orbital gap is 9.357 eV. Its net charge is 0. As for the LUMO energy: 0.6 eV. As for the SMILES: O/C=C\S.CC=C=O. The calculation puts the total energy at -20242.37715 eV. The calculation puts the relative energy (zero: lowest compared OMol25 entry of this formula, charge and spin) at 246.1 kJ/mol.

Geometry (Å):
O: -1.392 0.388 -1.524
C: -1.871 0.820 -0.325
C: -2.112 -0.039 0.613
S: -1.984 -1.756 0.307
H: -1.079 -0.586 -1.516
H: -1.966 1.886 -0.123
H: -2.445 0.242 1.593
H: -3.012 -1.999 -0.619
C: 2.268 0.740 0.847
C: 1.813 0.116 -0.439
C: 1.732 -1.195 -0.505
O: 1.565 -2.337 -0.578
H: 3.392 0.929 0.911
H: 1.997 0.347 1.833
H: 1.701 1.766 0.799
H: 1.392 0.679 -1.274

***

The following is a DFT calculation (ωB97M-V/def2-TZVPD) of a single C5H8O2S molecule.

Its frontier orbital gap (alpha / beta) is 7.442 / 6.617 eV. Its net charge is 0. As for the LUMO energy (alpha / beta): 0.6 / -3.5 eV. As for the spin multiplicity: 3. The calculation puts the total energy at -20240.06219 eV. The calculation puts the relative energy (zero: lowest compared OMol25 entry of this formula, charge and spin) at 0.0 kJ/mol.

Geometry (Å):
C: 2.565 0.067 -0.232
C: 1.775 -0.442 1.034
C: 0.275 -0.605 0.705
C: -0.290 0.541 -0.111
C: -1.277 0.166 -1.144
O: 3.794 0.007 -0.190
O: 1.856 0.402 -1.176
S: -0.212 2.127 0.360
H: 2.169 -1.342 1.426
H: 2.014 0.403 1.767
H: 0.123 -1.596 0.282
H: -0.151 -0.639 1.630
H: -1.465 1.111 -1.823
H: -2.370 -0.159 -0.625
H: -1.067 -0.651 -1.724
H: -1.109 2.488 -0.440

***

The following is a DFT calculation (ωB97M-V/def2-TZVPD) of a molecular structure, C5H8O2V.

Its frontier orbital gap (alpha / beta) is 6.866 / 8.762 eV. Its net charge is +1. As for the LUMO energy (alpha / beta): -4.7 / -4.6 eV. As for the spin multiplicity: 5. The calculation puts the total energy at -35084.34976 eV.

Geometry (Å):
O: 0.283 -0.280 -0.536
C: -0.104 0.939 -0.670
V: 0.991 2.787 -0.717
O: -1.395 1.084 -0.659
C: -2.310 0.029 -0.559
C: -3.582 0.318 -0.338
H: -4.314 -0.488 -0.343
H: -1.903 -0.973 -0.670
H: -3.930 1.347 -0.238
H: 1.316 -0.472 -0.875
C: 2.047 -0.413 1.363
H: 2.125 0.662 1.545
H: 1.412 -1.039 1.995
C: 2.816 -0.994 0.386
H: 3.638 -0.424 -0.055
H: 2.910 -2.083 0.370

***

The following is a DFT calculation (ωB97M-V/def2-TZVPD) of 2 unconnected molecules or ions with the total composition C5H8O3.

Its frontier orbital gap is 9.191 eV. Its net charge is 0. As for the LUMO energy: -0.2 eV. The calculation puts the total energy at -11454.14788 eV. The calculation puts the relative energy (zero: lowest compared OMol25 entry of this formula, charge and spin) at 325.3 kJ/mol.

Geometry (Å):
C: -0.053 -0.732 0.544
C: -0.337 0.723 0.706
C: 1.376 -1.168 0.668
C: 0.023 1.030 -0.784
C: -1.192 1.456 -1.631
O: -1.031 -1.542 1.015
O: 1.153 1.454 -1.091
O: -2.318 1.552 -1.231
H: -0.761 -2.469 0.950
H: -0.144 -0.464 -0.908
H: -0.877 1.805 -2.632
H: -1.391 0.902 0.910
H: 0.355 1.229 1.376
H: 1.704 -1.051 1.703
H: 1.504 -2.210 0.368
H: 1.987 -0.516 0.038

***

The following is a DFT calculation (ωB97M-V/def2-TZVPD) of 3 unconnected molecules or ions with the total composition C5H8O3.

Its frontier orbital gap is 8.480 eV. Its net charge is 0. As for the LUMO energy: -0.4 eV. As for the SMILES: C=C=C=O.CC=O.O. The calculation puts the total energy at -11453.38838 eV. The calculation puts the relative energy (zero: lowest compared OMol25 entry of this formula, charge and spin) at 398.6 kJ/mol.

Geometry (Å):
C: 2.841 -1.053 0.223
C: 2.638 0.138 -0.303
C: 1.986 0.932 -1.066
O: 1.581 1.824 -1.724
H: 2.226 -1.935 0.036
H: 3.606 -1.217 0.852
C: -2.525 -1.023 0.127
C: -1.820 0.083 -0.507
O: -2.026 1.244 -0.381
H: -2.003 -1.993 0.222
H: -2.883 -0.776 1.180
H: -3.560 -1.168 -0.306
H: -1.269 -0.336 -1.418
O: 0.700 1.925 0.987
H: 0.536 1.358 1.765
H: -0.028 1.997 0.313

***

The following is a DFT calculation (ωB97M-V/def2-TZVPD) of a molecular structure, C5H8O3Pt.

Its frontier orbital gap (alpha / beta) is 6.641 / 7.191 eV. Its net charge is 0. As for the LUMO energy (alpha / beta): 0.2 / -0.8 eV. As for the spin multiplicity: 3. The calculation puts the total energy at -14693.25406 eV.

Geometry (Å):
Pt: 1.427 1.461 -0.384
O: -0.307 1.481 -0.689
O: -0.137 -0.751 -0.593
C: 1.057 -1.486 -0.651
C: 1.750 -1.117 0.652
O: 1.344 0.210 0.921
C: -0.477 0.410 0.107
H: 0.823 -2.557 -0.718
H: 1.637 -1.236 -1.553
H: 2.839 -1.253 0.610
H: 1.340 -1.744 1.462
C: -1.855 0.226 0.687
C: -1.367 1.020 1.890
H: -2.602 0.753 0.078
H: -2.035 -0.840 0.889
H: -1.871 1.998 1.966
H: -1.363 0.404 2.805